No. 1
A structure of composition C4H8O2, computed with ωB97M-V/def2-TZVPD.

Structure (XYZ):
```
14
Properties=species:S:1:pos:R:3:nbo_charge:R:1
C 1.146 0.739 0.702 -0.07
C 0.961 0.409 -0.811 -0.12
O 0.447 -0.951 -0.949 -0.46
C -0.603 -1.186 -0.210 0.29
C -1.414 -0.190 0.338 -0.37
O 0.182 0.211 1.506 -0.80
H 2.149 0.362 0.989 0.15
H 1.236 1.850 0.724 0.14
H 0.264 1.076 -1.331 0.16
H 1.904 0.404 -1.360 0.20
H -0.763 -2.231 0.038 0.22
H -1.983 -0.841 -0.744 0.14
H -2.098 -0.481 1.126 0.27
H -1.428 0.830 -0.017 0.25
```

---

No. 2
The molecule C9H8N2OS in a non-equilibrium geometry, computed with ωB97M-V/def2-TZVPD.

Structure (XYZ):
```
21
Properties=species:S:1:pos:R:3:nbo_charge:R:1
C 1.852 0.330 -2.783 -0.21
C 2.342 0.030 -1.470 -0.52
C 0.623 0.915 -2.835 -0.40
C 1.296 0.451 -0.410 0.25
C 0.203 -0.712 2.624 0.11
C 0.940 0.452 2.034 0.63
C -1.670 0.110 1.408 0.15
C 0.713 -1.535 3.528 -0.46
C -2.430 0.639 0.630 -0.27
N -1.043 -0.892 2.059 -0.63
N 1.363 0.145 0.794 -0.49
O 1.317 1.404 2.672 -0.53
S -0.024 1.268 -1.304 0.33
H 2.249 -0.191 -3.652 0.22
H 2.658 -1.065 -1.455 0.25
H 0.205 1.359 -3.733 0.25
H 0.211 -2.495 3.769 0.20
H 1.836 -1.507 3.561 0.22
H 3.234 0.533 -1.198 0.26
H -2.863 1.325 0.096 0.21
H -1.783 -1.647 2.303 0.43
```

---

No. 3
A cluster of 3 separate species, C20H39BClF7N4O7P in total in a non-equilibrium geometry, computed with ωB97M-V/def2-TZVPD.

Structure (XYZ):
```
80
Properties=species:S:1:pos:R:3:mulliken_charge:R:1
C 5.179 -3.400 -0.417 -1.35
C 3.840 -3.047 -1.049 0.11
O 3.556 -1.621 -1.009 -0.36
B 4.024 -0.842 -2.015 0.76
O 5.383 -0.653 -2.206 -0.46
N 3.087 -0.063 -2.863 0.34
C 2.043 -0.659 -3.514 -0.28
N 0.775 -0.600 -3.007 0.19
C 0.599 0.094 -1.723 -1.15
C -0.812 -0.160 -1.194 0.45
C -0.976 -1.587 -0.655 -0.64
Cl -2.013 0.236 -2.458 -0.22
N 2.211 -1.305 -4.658 0.04
C 1.074 -1.933 -5.343 -1.26
C 0.508 -3.237 -4.724 0.81
C 1.370 -3.849 -3.625 -1.25
C -0.944 -3.078 -4.240 -1.40
C 3.549 -1.383 -5.214 1.16
C 3.631 -1.607 -6.700 -1.86
F 4.208 -2.439 -4.570 -0.33
P 3.316 1.668 -3.195 -0.07
N 3.455 2.238 -1.618 -0.49
O 4.891 1.843 -3.558 -0.51
H 5.407 -2.768 0.434 0.32
H 5.157 -4.453 -0.145 0.44
H 5.970 -3.300 -1.158 0.25
H 3.861 -3.365 -2.092 0.04
H 3.023 -3.529 -0.524 0.42
H 5.767 -1.260 -2.843 0.35
H 0.169 -0.136 -3.689 0.37
H 1.286 -0.303 -0.979 0.48
H 0.755 1.168 -1.800 0.16
H -0.973 0.539 -0.379 0.58
H -0.892 -1.570 0.427 -0.20
H -0.162 -2.211 -1.025 0.02
H -1.921 -2.024 -0.955 0.44
H 1.383 -2.155 -6.356 0.48
H 0.271 -1.206 -5.455 0.42
H 0.463 -3.969 -5.531 0.55
H 2.396 -4.017 -3.942 0.27
H 0.948 -4.819 -3.370 0.57
H 1.332 -3.232 -2.728 -0.05
H -0.963 -2.775 -3.197 0.18
H -1.436 -4.046 -4.299 0.45
H -1.490 -2.371 -4.859 0.36
H 4.121 -0.506 -4.939 -0.27
H 2.921 -1.009 -7.262 0.43
H 3.409 -2.654 -6.912 0.49
H 4.647 -1.437 -7.041 0.40
H 2.832 3.021 -1.473 0.26
H 4.403 2.522 -1.390 0.26
H 5.169 1.240 -4.252 0.34
C -5.522 0.131 3.911 -1.28
C -4.338 1.066 3.802 0.70
O -3.094 0.362 4.035 -0.32
C -2.618 -0.334 3.029 0.36
O -3.080 -0.451 1.932 -0.54
C -1.282 -0.982 3.436 0.97
F -1.346 -1.565 4.625 -0.25
F -0.317 -0.058 3.470 -0.27
F -0.935 -1.903 2.535 -0.29
H -5.517 -0.374 4.877 0.33
H -6.449 0.693 3.812 0.39
H -5.497 -0.634 3.136 0.38
H -4.391 1.823 4.565 -0.50
H -4.307 1.567 2.834 0.36
C -5.015 6.726 9.196 -1.10
C -3.689 6.281 8.621 -0.21
O -3.821 5.045 7.883 -0.30
C -4.296 5.150 6.657 0.10
O -4.622 6.142 6.083 -0.51
C -4.342 3.755 6.011 1.11
F -4.877 2.843 6.826 -0.27
F -3.108 3.341 5.697 -0.26
F -5.071 3.772 4.895 -0.25
H -5.447 5.937 9.812 0.31
H -4.874 7.613 9.811 0.37
H -5.727 6.963 8.407 0.32
H -2.979 6.059 9.414 0.31
H -3.249 7.042 7.979 0.33
```

total charge: +1

---

No. 4
A structure of composition C51H53CsN5O9PS2 in a non-equilibrium geometry, computed with ωB97M-V/def2-TZVPD.

Structure (XYZ):
```
122
Properties=species:S:1:pos:R:3:mulliken_charge:R:1
Cs -0.772 0.482 -0.207 1.49
O -2.502 3.881 -1.850 -0.86
C -2.585 2.663 -1.607 0.76
O -2.895 2.126 -0.498 -0.22
C -2.231 1.649 -2.744 0.08
O -3.111 1.418 -3.596 -0.91
O -1.093 1.104 -2.658 -0.55
C 2.861 -4.262 -4.374 -0.44
O 2.841 -5.680 -4.231 -0.52
C 2.280 -6.324 -3.171 -0.10
C 2.615 -7.679 -3.110 -0.53
C 2.175 -8.486 -2.080 -0.40
C 1.368 -7.962 -1.082 -0.85
C 0.994 -6.634 -1.156 0.24
C 1.432 -5.793 -2.182 0.08
N 0.992 -4.455 -2.233 0.68
C 0.982 -3.526 -1.180 -0.05
N 1.792 -3.852 -0.151 0.03
C 2.198 -3.173 1.041 -0.08
C 1.982 -1.826 1.321 -1.07
C 2.557 -1.412 2.540 0.26
C 3.280 -2.229 3.393 -0.96
C 3.468 -3.571 3.072 -0.57
C 2.919 -4.038 1.895 0.62
O 3.041 -5.367 1.482 -0.32
C 3.940 -6.179 2.182 -1.07
N 0.305 -2.438 -1.264 0.62
C -0.409 -2.210 -2.456 -0.87
C -1.785 -2.448 -2.489 -0.38
C -2.553 -2.178 -3.606 -0.83
C -1.946 -1.659 -4.739 -0.54
C -0.586 -1.418 -4.737 -0.61
C 0.182 -1.669 -3.605 0.64
O 1.516 -1.376 -3.740 -0.53
C 2.294 -0.981 -2.618 -0.34
H 3.515 -4.091 -5.227 0.32
H 3.257 -3.773 -3.486 0.21
H 1.880 -3.846 -4.597 0.13
H 3.260 -8.065 -3.889 0.41
H 2.471 -9.528 -2.058 0.36
H 1.017 -8.577 -0.265 0.40
H 0.342 -6.204 -0.406 0.42
H 0.378 -4.211 -2.992 0.22
H 2.236 -4.752 -0.239 0.16
H 2.443 -0.372 2.851 0.61
H 3.699 -1.834 4.315 0.39
H 4.021 -4.226 3.734 0.32
H 3.987 -7.120 1.634 0.25
H 3.599 -6.374 3.207 0.33
H 4.938 -5.727 2.227 0.42
H -2.221 -2.876 -1.590 0.69
H -3.622 -2.357 -3.592 0.43
H -2.540 -1.394 -5.603 0.36
H -0.090 -0.964 -5.585 0.36
H 3.132 -0.428 -3.045 0.51
H 2.665 -1.830 -2.040 0.07
H 1.731 -0.348 -1.933 0.02
C 3.813 3.549 -1.637 -1.64
C 2.612 2.806 -2.207 0.59
C 2.230 3.310 -3.595 -1.68
C 1.391 2.845 -1.287 1.53
C 0.872 4.250 -0.936 -0.71
O 1.049 4.345 0.501 -0.43
C 1.440 3.116 0.899 -0.78
N 1.684 2.230 0.030 -0.42
C 1.448 2.877 2.363 0.24
C 2.643 2.550 2.989 -0.27
C 2.661 2.235 4.340 -0.73
C 1.480 2.235 5.065 -0.61
C 0.283 2.559 4.442 -0.55
C 0.248 2.894 3.092 -0.03
P -1.284 3.179 2.129 2.11
C -2.618 2.663 3.262 0.05
C -3.178 1.402 3.101 -0.12
C -4.210 0.981 3.929 -0.87
C -4.698 1.822 4.915 -0.63
C -4.157 3.089 5.080 -0.71
C -3.124 3.506 4.256 -0.08
C -1.418 4.987 2.130 -0.21
C -0.820 5.847 3.042 -0.20
C -0.974 7.220 2.909 -0.68
C -1.725 7.734 1.863 -0.45
C -2.310 6.877 0.941 -0.74
C -2.156 5.506 1.063 -0.35
H 4.673 3.447 -2.302 0.53
H 4.095 3.156 -0.659 0.31
H 3.624 4.620 -1.526 0.26
H 2.886 1.751 -2.294 -0.07
H 1.983 4.375 -3.578 0.35
H 1.361 2.772 -3.976 0.32
H 3.057 3.180 -4.298 0.45
H 0.604 2.251 -1.762 -0.47
H -0.189 4.383 -1.156 0.05
H 1.463 5.054 -1.376 0.29
H 3.549 2.502 2.399 0.47
H 3.594 1.953 4.813 0.35
H 1.485 1.961 6.113 0.41
H -0.644 2.529 5.001 0.37
H -2.823 0.728 2.332 0.57
H -4.633 -0.004 3.769 0.42
H -5.512 1.487 5.549 0.36
H -4.543 3.756 5.843 0.40
H -2.710 4.499 4.370 0.35
H -0.224 5.444 3.853 0.37
H -0.501 7.886 3.622 0.39
H -1.839 8.806 1.753 0.34
H -2.871 7.273 0.103 0.46
H -2.556 4.837 0.303 0.06
O -0.709 -0.763 2.879 -0.59
H -0.168 -0.012 3.150 0.33
H -0.116 -1.224 2.252 0.18
S -4.922 -2.115 1.394 -0.38
C -5.285 -0.898 0.318 0.22
N -4.783 -0.777 -0.908 0.12
C -5.349 0.257 -1.766 -0.41
C -5.858 1.328 -0.813 0.05
S -6.425 0.389 0.640 -0.24
H -4.017 -1.376 -1.178 -0.02
H -6.192 -0.179 -2.320 0.35
H -4.593 0.641 -2.456 -0.06
H -6.689 1.885 -1.241 0.47
H -5.048 1.990 -0.511 -0.27
```

total charge: -2

---

Number 1: frontier orbital gap 8.40 eV, electronic energy -8367.6774 eV, lowest unoccupied orbital energy 0.7 eV. Number 2: frontier orbital gap 8.83 eV, electronic energy -25320.5805 eV, lowest unoccupied orbital energy 0.6 eV. Number 3: frontier orbital gap 9.24 eV, electronic energy -83175.0339 eV, lowest unoccupied orbital energy -3.0 eV. Number 4: frontier orbital gap 5.43 eV, electronic energy -111134.2266 eV, lowest unoccupied orbital energy 3.7 eV.